Computed, not measured: 2 unconnected molecules or ions with the total composition H2IOP in a non-equilibrium geometry, with the ωB97M-V functional and the def2-TZVPD basis.

Last column: Löwdin charge in e.
Geometry (Å):
1 I 3.846 1.265 -0.178  0.084
2 P 1.564 0.556 -0.479  -0.029
3 O -1.433 -0.512 0.104  -0.152
4 H -1.789 -0.504 1.014  0.043
5 H -2.188 -0.805 -0.461  0.054

Cartesian forces, eV/Å:
I -0.5 -0.1 -0.1
P 0.5 0.1 0.1
O -1.1 -0.3 0.0
H 0.2 0.0 -0.7
H 0.9 0.4 0.7

Properties
total charge: 0
HOMO (spin up / spin down): -8.05 / -8.05 eV
2S+1: 1
frontier orbital gap (spin up / spin down): 6.721 / 6.740 eV

---

Computed, not measured: 11 unconnected molecules or ions with the total composition C21H64N6O11 in a non-equilibrium geometry, with the ωB97M-V functional and the def2-TZVPD basis.

Last column: Löwdin charge in e.
Geometry (Å):
1 O -1.034 -0.053 -3.274  -0.117
2 O -3.659 0.520 -1.688  -0.137
3 O 0.638 4.117 0.999  0.012
4 O -3.000 -4.786 -3.791  0.049
5 O -1.902 -0.263 2.155  -0.088
6 O -1.060 -4.613 0.039  -0.121
7 O -1.315 2.994 -0.271  0.004
8 O 2.100 -0.357 3.259  -0.037
9 O 2.630 -1.613 0.353  -0.100
10 O 1.592 1.843 -0.379  -0.108
11 O 3.141 -0.248 -4.706  0.025
12 N 0.041 -3.068 1.377  0.101
13 N 0.831 -3.288 -0.640  0.187
14 N 2.648 -3.215 1.962  0.191
15 N -1.407 -0.104 -0.122  0.206
16 N 0.268 -0.439 1.262  0.126
17 N 4.154 -1.783 2.124  0.157
18 C 1.655 -0.632 4.403  -0.592
19 C 0.697 -1.839 4.238  -0.027
20 C 2.336 -1.137 -4.372  -0.642
21 C -3.600 -2.724 -2.717  -0.007
22 C -0.336 1.131 -2.933  -0.135
23 C -1.218 -3.409 -3.148  -0.065
24 C -2.384 3.554 -0.033  -0.605
25 C 0.554 4.142 2.206  -0.652
26 C 0.194 2.774 2.758  -0.023
27 C -2.835 3.449 1.378  -0.017
28 C 2.898 1.505 0.042  -0.157
29 C 3.165 -2.190 1.456  -0.697
30 C -1.042 -0.244 1.110  -0.622
31 C 1.922 4.576 2.686  -0.007
32 C -0.118 -3.597 0.204  -0.585
33 C -2.070 4.998 -0.543  0.024
34 C 1.122 0.477 5.321  -0.028
35 C -2.618 -3.907 -2.995  -0.668
36 C 1.173 -1.017 -5.359  -0.012
37 C -4.595 0.431 -0.645  -0.122
38 C 1.977 -1.181 -2.937  -0.025
39 H 0.835 1.979 2.357  0.072
40 H 0.355 1.389 -3.683  0.078
41 H 3.014 -3.757 2.707  0.125
42 H 0.297 -1.576 -5.121  0.053
43 H 0.186 -2.015 1.339  0.052
44 H 0.652 -0.348 2.241  0.101
45 H -0.360 -4.069 -2.889  0.072
46 H 2.559 -1.000 4.915  0.138
47 H -1.013 -2.491 -2.544  0.056
48 H -0.643 -0.385 -0.757  0.119
49 H -0.974 1.931 -2.633  0.071
50 H -4.524 -0.541 -0.259  0.063
51 H 0.256 1.033 -2.080  0.017
52 H -5.613 0.584 -1.010  0.102
53 H 1.500 2.708 -0.028  0.030
54 H -3.189 3.197 -0.611  0.116
55 H -0.331 4.739 2.567  0.150
56 H -2.213 4.046 2.055  0.081
57 H -4.256 0.941 0.272  0.085
58 H 0.834 -0.049 -5.418  0.042
59 H -2.591 -4.381 -2.009  0.116
60 H -3.793 3.854 1.423  0.070
61 H -1.204 5.459 -0.265  0.059
62 H 2.688 -1.009 2.963  0.018
63 H 1.134 -2.733 3.795  0.057
64 H -3.691 1.363 -2.099  0.079
65 H 2.803 -2.062 -4.645  0.133
66 H 1.013 -0.139 6.188  0.058
67 H 1.628 -1.228 -6.327  0.092
68 H 4.636 -2.150 3.055  0.216
69 H -2.958 5.558 -0.422  0.075
70 H -0.788 -3.279 1.933  0.140
71 H 1.570 -2.591 -0.651  0.051
72 H -1.150 -3.088 -4.244  0.105
73 H 4.056 -0.631 -4.602  0.157
74 H 0.974 -1.591 -2.961  0.060
75 H -2.829 2.435 1.778  0.082
76 H -1.743 -0.197 -2.644  0.024
77 H -3.407 -1.934 -3.501  0.097
78 H 2.153 -0.312 -2.397  0.058
79 H -0.236 -1.601 3.737  0.065
80 H 0.972 -0.315 0.477  0.123
81 H 0.968 -3.765 -1.499  0.086
82 H -4.526 -3.074 -2.880  0.025
83 H 1.840 1.340 5.653  0.125
84 H 0.453 -2.172 5.266  0.091
85 H 2.975 1.035 1.077  0.080
86 H 4.650 -0.973 1.748  0.142
87 H 2.437 -1.914 -2.340  0.049
88 H 3.472 2.362 0.148  0.052
89 H -2.129 5.018 -1.578  0.063
90 H 1.952 4.727 3.736  0.075
91 H 0.118 0.786 4.977  0.082
92 H -3.506 -2.358 -1.655  0.093
93 H 3.427 0.833 -0.666  0.084
94 H 2.132 5.534 2.444  0.042
95 H -0.772 2.409 2.465  0.050
96 H -2.470 -5.567 -3.588  0.135
97 H 1.635 -3.349 1.689  0.080
98 H 0.355 2.597 3.804  0.059
99 H -1.269 2.075 -0.034  0.090
100 H -2.345 0.101 -0.536  0.089
101 H 2.704 3.945 2.304  0.087
102 H -0.254 3.860 0.686  0.070

Cartesian forces, eV/Å:
O 0.1 0.0 -0.3
O 0.6 -1.0 -0.1
O -0.6 0.2 -12.3
O -2.5 -6.0 -6.6
O 3.7 0.3 -4.2
O 4.5 5.0 0.2
O 9.3 -5.4 -2.3
O 1.2 5.2 -7.2
O 3.0 -1.1 4.3
O 0.7 -1.7 -0.4
O 8.7 6.6 -2.0
N -1.6 2.1 3.6
N 1.3 0.0 -3.2
N -4.5 -4.6 0.2
N -0.5 0.2 -4.0
N 2.3 0.7 0.9
N 8.0 4.0 4.0
C -0.9 -3.1 6.4
C -0.6 -0.2 2.7
C -5.3 -6.0 0.4
C 3.8 1.3 -0.7
C -0.9 -0.5 0.4
C 1.6 2.0 -1.8
C -5.9 6.2 1.2
C -0.2 -0.3 11.6
C 1.0 -1.9 0.1
C 1.0 0.4 1.3
C 0.3 -2.2 0.8
C -3.6 1.6 -6.9
C -4.1 0.1 6.4
C -1.1 -1.2 1.7
C -4.3 -7.4 -2.5
C -4.0 -1.5 0.3
C 0.4 0.4 -0.3
C 2.0 5.4 9.0
C 0.9 -1.4 0.0
C -0.2 0.4 0.7
C -1.7 -1.9 -0.1
H 0.4 0.4 -0.4
H 0.4 0.4 -1.3
H 0.4 -0.1 0.5
H -0.4 -0.9 0.0
H 0.2 -1.1 0.2
H -0.3 0.1 -1.8
H -1.0 -0.2 -0.5
H -0.3 -0.4 1.2
H -0.4 -0.7 -0.5
H -1.1 0.6 -0.1
H -0.8 0.9 -0.5
H -0.2 -1.9 0.0
H 1.2 -0.6 1.5
H 0.1 0.4 0.4
H -1.0 1.6 0.5
H -1.5 -0.6 -1.3
H 0.9 0.7 0.3
H 0.0 0.0 -0.1
H -0.6 0.9 -0.5
H -0.6 2.6 0.0
H 0.1 0.2 0.8
H -1.9 0.6 0.4
H 2.2 1.0 1.3
H 1.2 -0.9 -0.6
H 0.3 0.5 -0.2
H -0.1 1.2 -0.5
H -0.2 -1.6 0.1
H -0.6 0.1 1.1
H -0.5 -0.3 -0.1
H -2.0 0.6 -3.0
H -0.8 1.4 1.2
H 0.3 0.0 0.1
H -0.4 0.4 1.8
H 0.4 -0.3 1.2
H -1.2 1.4 -0.2
H -0.7 0.8 0.7
H -0.1 -0.2 -0.2
H -0.3 0.0 -0.1
H -0.3 -0.3 1.0
H -0.4 2.1 0.7
H -0.1 0.2 -0.1
H -1.2 0.1 1.5
H -1.0 -0.9 -0.5
H -3.6 -1.2 -0.4
H -1.3 -1.6 -1.3
H -0.3 0.0 -0.4
H -0.6 0.2 -1.1
H -0.1 -0.4 0.2
H 1.6 -1.2 0.3
H 1.2 1.9 -0.1
H 0.7 -0.7 -2.4
H 0.2 -0.9 1.4
H 0.6 0.3 0.3
H 0.1 -0.2 -1.3
H -0.7 0.3 0.3
H 0.6 3.2 -1.8
H -0.7 0.2 0.1
H -0.4 -0.2 -0.5
H 0.8 -0.5 0.5
H -0.4 0.6 0.8
H 0.1 -1.1 0.2
H 1.1 -0.5 0.7
H 0.2 -0.5 0.0
H 0.8 -0.3 -1.2

Properties
total charge: 0
SMILES: NC(N)=O.NC(N)=O.NC(N)=O.CC(C)O.CC(C)O.CC(C)O.CC(C)O.CC(C)O.CO.CO.CO
HOMO: -8.64 eV
2S+1: 1
frontier orbital gap: 8.446 eV

---

Computed, not measured: 2 unconnected molecules or ions with the total composition C6H14O2, with the ωB97M-V functional and the def2-TZVPD basis.

Last column: Löwdin charge in e.
Geometry (Å):
1 O 1.921 -0.995 0.848  -0.139
2 O 0.261 1.375 1.506  0.061
3 C -2.143 1.136 -0.672  -0.042
4 C 0.050 1.142 0.348  -0.257
5 C -1.007 0.215 -0.198  -0.585
6 C -0.439 -0.569 -1.381  -0.046
7 C 3.161 -0.480 0.429  -0.154
8 C -1.506 -0.734 0.889  -0.040
9 H 0.397 -1.179 -1.051  0.070
10 H -1.205 -1.219 -1.796  0.088
11 H -2.560 1.690 0.166  0.090
12 H -2.363 -1.300 0.534  0.086
13 H 0.618 1.668 -0.446  0.138
14 H 3.138 0.612 0.349  0.079
15 H 3.360 -0.905 -0.553  0.081
16 H -1.797 -0.173 1.774  0.085
17 H -0.097 0.105 -2.165  0.083
18 H -2.933 0.541 -1.122  0.087
19 H 3.966 -0.772 1.112  0.079
20 H 1.677 -0.576 1.681  0.073
21 H -1.782 1.847 -1.413  0.084
22 H -0.716 -1.428 1.162  0.079

Cartesian forces, eV/Å:
O -0.3 -0.2 0.2
O 0.1 0.1 0.3
C 0.2 -0.1 0.1
C 0.0 0.0 -0.4
C -0.3 -0.3 0.1
C 0.1 0.1 0.2
C 0.3 0.1 0.0
C 0.1 0.3 -0.1
H 0.1 -0.1 0.0
H -0.1 0.0 -0.1
H -0.1 0.1 0.1
H -0.1 -0.1 -0.1
H 0.1 0.1 0.0
H 0.1 0.0 0.0
H 0.1 0.0 0.0
H 0.0 0.0 0.1
H 0.0 0.0 -0.1
H -0.1 -0.1 -0.1
H 0.0 0.0 -0.1
H 0.0 0.0 -0.1
H 0.0 0.1 -0.1
H 0.0 -0.1 0.1

Properties
total charge: 0
SMILES: CC(C)(C)C=O.CO
HOMO: -9.69 eV
2S+1: 1
frontier orbital gap: 10.549 eV

---

Per-record E_tot, eV: -19467.52384, -54268.22986, -10543.57005